45
Properties=species:S:1:pos:R:3 method="wB97M-V/def2-TZVPD" homo_lumo_gap_ev=6.8150 relative_energy_ev=0.111 total_charge=-1 multiplicity=1
I -2.418 -2.203 -1.517
Pd 0.137 -0.017 -1.249
Se 2.124 -0.329 0.390
F 4.719 4.347 -1.613
O -1.109 1.602 0.655
N -0.406 -0.810 1.651
N -2.232 5.705 2.421
N -1.794 1.421 3.855
N 0.412 -2.620 0.747
N -1.358 2.825 0.787
C -1.604 -0.292 -2.125
C -1.747 2.263 3.068
C 1.391 3.028 -2.131
C -1.980 4.595 2.239
C 4.038 2.286 -2.532
C 1.168 -3.495 -0.118
C 2.406 3.897 -1.763
C 0.562 -1.270 0.831
C -1.179 -1.855 2.106
C 3.713 3.504 -1.971
C 3.007 1.432 -2.892
C -1.679 3.227 2.024
C -2.848 -3.125 3.179
C 0.569 0.836 -3.023
C -0.648 -3.011 1.541
C -2.314 -4.294 2.614
C -2.299 -1.883 2.930
C -1.214 -4.259 1.781
C 1.670 1.781 -2.695
H 0.361 3.304 -1.935
H -2.694 -0.968 3.348
H -0.815 -5.158 1.331
H -2.783 -5.244 2.834
H 0.470 -4.141 -0.651
H -0.321 1.362 -3.364
H 3.241 0.460 -3.310
H -3.715 -3.202 3.822
H 2.194 4.854 -1.308
H 1.709 -2.875 -0.829
H -0.592 0.194 1.754
H -1.666 -0.310 -3.209
H -2.302 0.443 -1.723
H 0.870 0.069 -3.737
H 5.077 2.019 -2.671
H 1.876 -4.091 0.460

44
Properties=species:S:1:pos:R:3 method="wB97M-V/def2-TZVPD" homo_lumo_gap_ev=8.2208 relative_energy_ev=0.000 multiplicity=1
S -2.058 1.392 1.559
F 3.040 1.203 0.344
O -3.066 -3.060 -2.905
O 0.988 4.356 2.176
O -0.762 -3.000 -2.909
O -0.442 -1.066 2.966
N -0.584 1.300 -0.733
N 1.050 0.281 1.896
N 0.011 2.937 0.726
C -0.546 -0.799 -1.816
C -1.896 -3.760 -3.268
C 2.164 -2.792 0.136
C 2.763 -0.126 0.279
C -0.230 2.609 3.200
C 1.458 -1.985 1.011
C 3.474 -0.922 -0.591
C -0.062 0.035 2.642
C -0.780 1.863 0.375
C -2.692 0.208 -1.255
C 0.701 3.588 -0.380
C 0.302 3.376 1.998
C -2.642 -1.896 -2.323
C -1.244 -1.859 -2.328
C 1.747 -0.627 1.094
C -1.300 0.242 -1.248
C 3.168 -2.272 -0.663
C -3.386 -0.866 -1.802
C -0.899 1.268 2.976
H -1.894 -3.934 -4.356
H 3.711 -2.908 -1.343
H -1.530 1.005 3.829
H -4.462 -0.893 -1.812
H 1.153 4.501 0.001
H 4.247 -0.481 -1.200
H 0.605 2.508 3.901
H -3.242 1.045 -0.852
H -0.951 3.283 3.674
H 1.372 1.235 1.803
H -1.870 -4.731 -2.746
H 1.922 -3.842 0.079
H 0.677 -2.394 1.628
H -0.014 3.813 -1.168
H 1.472 2.930 -0.778
H 0.529 -0.768 -1.814

46
Properties=species:S:1:pos:R:3 method="wB97M-V/def2-TZVPD" homo_lumo_gap_ev=9.7087 relative_energy_ev=0.118 multiplicity=1 smiles="O=C(c1ccc(Br)c(C(F)(F)F)c1)N1CCC2(CC1)CCN2C(=O)c1cnoc1"
Br -4.104 -1.455 -5.942
F -5.927 -1.249 -3.357
F -4.528 -2.888 -3.141
F -4.954 -1.600 -1.465
O 0.036 -0.499 2.908
O 2.680 -2.244 5.835
O -0.985 2.862 -1.724
N 2.057 -0.053 1.973
N 3.155 -0.977 6.109
N -0.888 1.086 -0.310
C -3.248 -0.538 -4.528
C -2.213 0.322 -4.859
C 1.991 -0.966 4.173
C 1.807 0.458 0.598
C -3.630 -0.700 -3.198
C -4.764 -1.611 -2.795
C 1.254 1.880 0.555
C -2.946 -0.004 -2.211
C -1.201 1.682 -1.497
C 3.513 -0.099 1.828
C 1.984 -2.211 4.697
C 1.256 -0.479 2.967
C -0.262 1.921 0.712
C 1.004 -0.475 -0.307
C 2.746 -0.229 5.128
C -1.551 1.023 -3.865
C -1.900 0.849 -2.534
C -0.515 -0.323 -0.189
C 3.340 0.382 0.372
H 1.294 -1.511 -0.114
H 1.535 -3.138 4.381
H 3.636 -0.350 -0.377
H -0.765 1.721 -4.118
H 3.933 -1.097 1.950
H -0.859 -0.684 0.778
H -1.938 0.445 -5.897
H -0.630 2.937 0.597
H 4.043 0.593 2.483
H 1.296 -0.242 -1.337
H -3.244 -0.120 -1.178
H -0.561 1.531 1.684
H -0.994 -0.906 -0.970
H 2.992 0.822 5.130
H 1.511 2.315 -0.416
H 3.804 1.340 0.147
H 1.741 2.483 1.325

44
Properties=species:S:1:pos:R:3 method="wB97M-V/def2-TZVPD" homo_lumo_gap_ev="5.5870 / 7.6223" relative_energy_ev=0.208 multiplicity=2
Cu -0.191 -0.147 -0.006
Cl -3.449 0.860 0.380
Cl -0.161 -3.370 1.369
Cl -2.556 -4.964 2.379
Cl -5.406 -3.669 2.491
Cl -5.807 -0.752 1.424
N -1.147 0.452 -1.797
N 0.412 -1.659 -1.322
C -4.091 -2.800 1.860
C 1.432 1.106 -0.533
C 1.284 -2.640 -1.076
C -0.214 -1.632 -2.529
C 1.147 -0.444 1.456
C -1.829 -1.273 0.861
C -4.250 -1.476 1.378
C -0.480 1.436 1.180
C 1.423 -3.750 -1.900
C -1.698 -2.574 1.321
C -2.791 -3.360 1.808
C -1.051 -0.459 -2.801
C -3.110 -0.753 0.899
C -2.536 0.856 -4.202
C 0.743 -3.784 -3.118
C -1.833 1.576 -2.019
C -1.733 -0.272 -4.012
C -0.065 -2.688 -3.438
C -2.586 1.793 -3.164
H 0.685 -1.257 2.037
H 0.395 2.102 1.266
H 1.321 0.433 2.106
H -3.214 2.680 -3.188
H -3.087 0.998 -5.121
H 1.936 0.612 -1.380
H -0.617 -2.616 -4.369
H 1.835 -2.576 -0.136
H 1.044 2.071 -0.906
H 0.836 -4.619 -3.800
H 2.165 1.271 0.282
H 2.037 -4.570 -1.536
H -0.785 1.017 2.154
H -1.606 -1.038 -4.771
H 2.083 -0.854 1.049
H -1.343 1.986 0.786
H -1.846 2.306 -1.205

Across the entries above, E_tot takes the values -109104.738; -46175.871; -108786.227; -130205.417 eV, respectively.